1.
Entry from the OMol25 dataset: a molecular structure, C8H18N2Si at a distorted geometry (ωB97M-V/def2-TZVPD).

The geometry in XYZ format:
```
29
Properties=species:S:1:pos:R:3:forces:R:3:mulliken_charge:R:1
Si -1.46193 -0.50780 0.44121 -2.1 4.0 -1.3 0.364
N -2.08673 -1.62820 1.57368 -1.0 0.0 1.8 -0.519
N -2.42632 1.52623 0.88702 1.7 -3.0 -0.5 -0.832
C 0.33414 0.04352 0.46022 0.7 -0.8 0.7 0.549
C -1.50377 -0.26061 -2.36921 1.9 1.0 -0.5 -0.529
C 1.31993 -0.85814 0.47080 0.8 -1.8 -2.2 0.370
C 2.82026 -0.57752 0.31678 -2.0 1.6 2.0 -1.524
C 0.66671 1.46661 0.78225 -1.1 0.9 -0.4 -0.892
C 0.71307 2.52523 -0.33408 -0.7 -0.5 -0.6 -1.090
C -2.16323 -0.79382 -1.36509 -1.3 -1.6 1.7 -0.060
C 1.10812 -2.35738 0.20301 -1.2 0.1 -1.4 -1.393
H 1.41485 2.25506 -1.21701 -1.6 0.5 1.2 0.218
H -0.37407 2.78993 -0.52416 1.3 -0.5 -0.9 0.238
H -1.96820 -1.44974 2.59744 0.6 -0.1 -1.3 0.249
H -0.61962 0.36988 -2.03707 -0.8 -0.7 -1.0 0.086
H 3.02692 -0.97374 -0.63221 0.9 -0.5 -1.2 0.386
H -3.33000 1.18825 1.22322 0.0 0.4 -0.5 0.199
H 1.70760 -2.89518 0.88232 0.8 -0.8 1.0 0.488
H 1.04820 3.43432 0.13998 0.6 0.4 0.0 0.447
H -0.20983 1.72426 1.36001 0.1 0.8 0.6 0.452
H 2.95347 0.51567 0.35039 0.5 -0.6 -0.1 0.343
H -1.64856 -0.38858 -3.46978 -0.3 0.2 1.2 0.288
H 0.05830 -2.63101 0.43711 0.5 -0.1 -0.4 0.279
H -2.51413 1.99632 -0.02617 -0.4 -0.5 0.5 0.182
H 1.41754 -2.80333 -0.85315 -0.7 1.5 1.9 0.271
H -3.10975 -1.41726 -1.52124 1.4 0.8 0.1 0.219
H -3.10451 -1.79831 1.55214 0.7 0.0 -0.7 0.246
H 1.54231 1.62928 1.37532 0.6 -0.6 0.5 0.605
H 3.34369 -1.07567 1.13672 0.3 0.1 -0.3 0.363
```
Positions in Å, forces in eV/Å.

The relative energy (zero: lowest compared OMol25 entry of this formula, charge and spin) is 1.0344 eV.

2.
Entry from the OMol25 dataset: a single C19H32N2O5 molecule (ωB97M-V/def2-TZVPD).

The geometry in XYZ format:
```
58
Properties=species:S:1:pos:R:3:forces:R:3:mulliken_charge:R:1
O 0.97090 -2.52842 0.35919 0.0 0.0 0.0 -0.684
O -2.01790 -0.63926 4.00927 0.0 0.0 0.0 -0.593
O 3.87086 0.33411 1.39201 0.0 0.0 0.0 -0.477
O -2.91450 1.93676 0.36787 0.0 0.0 0.0 -0.664
O -0.19582 0.05848 -2.51524 0.1 0.0 0.2 -0.281
N -2.69201 0.81631 -1.59789 0.0 0.0 0.0 -0.085
N 0.18274 -1.43026 2.17455 0.0 0.0 0.0 0.077
C -1.99390 -0.41787 2.61154 0.0 0.0 0.0 -0.191
C -2.87272 0.88740 -0.24741 0.0 0.0 0.0 0.085
C -3.33860 -0.37482 1.90374 0.0 0.0 0.0 -1.207
C -2.75342 2.06703 -3.74240 0.0 0.0 0.0 -0.586
C 3.53135 -2.98841 1.82792 0.0 0.0 0.0 -0.774
C -2.21271 1.94642 -2.34758 0.0 0.1 -0.2 0.516
C 3.57197 -0.99337 1.06448 0.0 0.0 0.0 0.464
C -0.78538 2.37044 -2.06989 0.0 -0.2 0.4 -0.902
C 2.57276 -1.78448 1.96018 0.0 0.0 0.0 0.235
C 4.65680 -2.00924 1.43219 0.0 0.0 0.0 -0.772
C 1.17545 -1.96640 1.42663 0.0 0.0 0.0 -0.159
C 0.28666 1.38903 -2.54452 -0.1 0.1 -0.4 -0.281
C -1.55784 -1.15214 0.37463 0.0 0.0 0.0 0.108
C 0.83613 -0.88525 -2.71565 0.0 0.0 0.0 -0.614
C -2.96659 -0.47877 0.42089 0.0 0.0 0.0 0.095
C 1.73627 1.43100 0.86494 0.0 0.0 0.0 -0.495
C 3.22709 1.32155 0.60342 0.0 0.0 0.0 -0.573
C -1.22347 -1.47919 1.83007 0.0 0.0 0.0 -0.082
C -3.22952 2.99920 -2.66046 0.0 0.0 0.0 -0.696
H -0.70282 2.51967 -0.98952 0.0 0.0 0.0 0.147
H 3.67985 -3.59824 2.71618 0.0 0.0 0.0 0.336
H 3.72495 2.25772 0.85578 0.0 0.0 0.0 0.332
H -1.48981 0.54407 2.47688 0.0 0.0 0.0 0.385
H -2.89624 4.02738 -2.68035 0.0 0.0 0.0 0.220
H -2.37849 -0.07475 -1.95281 0.0 0.0 0.0 0.381
H 1.54400 1.54691 1.93255 0.0 0.0 0.0 0.455
H -0.59829 3.34068 -2.53371 0.0 0.0 0.0 0.478
H 1.19899 0.54943 0.51044 0.0 0.0 0.0 -0.288
H 3.22189 -3.61783 0.99519 0.0 0.0 0.0 0.290
H -3.89812 0.52998 2.12906 0.0 0.0 0.0 0.401
H -1.63640 -2.46487 2.08764 0.0 0.0 0.0 0.109
H -3.93257 -1.24405 2.20571 0.0 0.0 0.0 0.419
H -2.57681 -1.40342 4.18858 0.0 0.0 0.0 0.392
H 5.36142 -2.30375 0.65665 0.0 0.0 0.0 0.323
H 0.40952 -1.05417 3.08139 0.0 0.0 0.0 0.391
H 1.59207 -0.81460 -1.92590 0.0 0.0 0.0 0.055
H 2.58964 -1.36505 2.96777 0.0 0.0 0.0 0.396
H -0.81458 -0.46175 -0.02744 0.0 0.0 0.0 -0.643
H -1.52868 -2.03464 -0.25823 0.0 0.0 0.0 0.405
H -3.69543 -1.07270 -0.13227 0.0 0.0 0.0 0.602
H 3.27290 -1.08693 0.01335 0.0 0.0 0.0 -0.052
H -2.08616 2.45784 -4.49895 0.0 0.0 0.0 0.247
H -4.22101 2.84397 -2.26167 0.0 0.0 0.0 0.237
H 1.32739 2.30212 0.34964 0.0 0.0 0.0 0.432
H 3.41511 1.12057 -0.45994 0.0 0.0 0.0 0.347
H -3.43296 1.29765 -4.08115 0.0 0.0 0.0 0.263
H 5.20361 -1.65289 2.30566 0.0 0.0 0.0 0.277
H 1.18203 1.47531 -1.91686 0.0 0.0 0.0 0.022
H 1.31809 -0.74086 -3.68969 0.0 0.0 0.0 0.331
H 0.39221 -1.87691 -2.67183 0.0 0.0 0.0 0.282
H 0.59008 1.62427 -3.57466 0.0 0.0 0.0 0.570
```
Positions in Å, forces in eV/Å.

As for the SMILES: CCO[C@H]1CC[C@@H]1C(=O)N[C@@H]1C[C@H](C(=O)NC2(CCOC)CC2)C[C@H]1O. The relative energy (zero: lowest compared OMol25 entry of this formula, charge and spin) is 3.7598 eV.

3.
Entry from the OMol25 dataset: a single C9H16N4O4 molecule at a distorted geometry (ωB97M-V/def2-TZVPD).

The geometry in XYZ format:
```
33
Properties=species:S:1:pos:R:3:forces:R:3:mulliken_charge:R:1
O 0.88600 -2.69783 -1.55987 -0.2 0.7 -0.8 -0.677
O -1.70711 -1.89913 1.56958 -0.2 1.0 0.5 -0.622
O -0.17587 1.38962 -0.05412 1.0 0.0 0.1 -0.705
O 4.15663 1.82175 -0.76869 -0.7 -0.2 -0.1 -0.611
N -0.23820 -0.79547 0.43912 2.0 2.0 -0.9 -0.073
N 2.36388 2.88856 0.10929 -0.6 -0.7 -0.5 -0.395
N -2.81583 0.33015 3.18835 0.0 -0.2 -2.4 -0.333
N 0.76383 -0.63913 -2.47759 -0.5 0.1 -0.4 -0.146
C -0.47283 -2.55814 -3.51567 0.0 -0.8 0.3 -1.121
C 1.39212 0.05350 -1.32878 0.6 -0.5 -0.2 0.035
C -2.28069 -0.20962 4.37505 0.8 -0.6 1.1 -0.860
C 0.35640 0.29519 -0.19104 -2.4 0.5 -0.9 0.531
C 2.94923 2.01581 -0.79233 0.6 0.7 0.5 0.209
C -1.89168 0.49773 2.04657 0.2 0.3 0.0 -0.531
C -1.27722 -0.77505 1.35066 -1.8 -1.9 1.4 0.452
C 0.47136 -1.99077 -2.48611 0.3 -0.3 2.1 0.730
C 2.07430 1.34227 -1.86243 -0.3 0.1 0.0 -0.838
H 0.40550 -0.04426 -3.23473 0.2 -0.5 0.7 0.276
H 2.75092 1.08809 -2.71758 -0.6 0.0 0.9 0.409
H -3.14344 -0.39083 5.01672 0.3 -0.1 0.5 0.313
H -3.34852 1.19030 3.35741 0.5 -0.6 -0.4 0.251
H 0.06033 -1.70978 0.14739 0.1 -0.6 0.0 0.240
H -1.78003 -1.19289 4.20347 -0.4 0.7 0.0 0.278
H 1.34383 2.91252 0.21463 0.8 -0.2 -0.1 0.264
H 2.18011 -0.57911 -0.92389 0.0 -0.3 -0.1 0.356
H 0.09200 -2.85620 -4.40972 -0.3 0.0 0.2 0.287
H -1.06602 1.16826 2.33091 0.0 -0.1 -0.4 0.339
H -2.48668 0.97041 1.26048 0.4 0.2 0.0 0.330
H 1.29582 2.02204 -2.24801 0.2 -0.1 0.3 0.422
H -1.21921 -1.82249 -3.74911 -0.3 0.4 -0.5 0.372
H -1.02583 -3.44638 -3.07443 1.0 1.0 -0.5 0.291
H -1.54326 0.46599 4.87775 -0.3 -0.4 -0.1 0.281
H 2.93017 3.15486 0.90670 -0.1 -0.1 -0.3 0.243
```
Positions in Å, forces in eV/Å.

As for the SMILES: CNCC(=O)NC(=O)[C@H](CC(N)=O)NC(C)=O. The relative energy (zero: lowest compared OMol25 entry of this formula, charge and spin) is 1.0903 eV.

4.
Entry from the OMol25 dataset: a molecular structure, C11H33O6Y at a distorted geometry (ωB97M-V/def2-TZVPD).

The geometry in XYZ format:
```
51
Properties=species:S:1:pos:R:3:forces:R:3:mulliken_charge:R:1
Y -2.63571 -1.58683 -2.30116 3.1 4.9 3.3 1.916
O -0.06894 2.47356 4.10954 0.7 0.0 -0.2 -0.549
O -1.19371 0.01467 -1.49385 -3.7 -3.8 -2.2 -0.300
O -4.38900 -0.92522 -0.72609 0.0 -1.4 -1.4 -0.494
O 0.30999 0.05665 -4.60749 0.5 0.5 0.2 -0.534
O -0.12182 -1.33503 1.00625 -0.3 0.5 -0.1 -0.458
O 5.20354 -2.01843 -0.38923 -0.4 -0.4 -0.2 -0.506
C 1.80267 -1.67514 -5.38751 0.0 0.1 0.2 -1.135
C -3.21958 0.28127 1.08834 -0.3 0.0 0.1 -0.802
C -4.49463 -0.43274 0.64759 1.0 2.7 1.6 -0.428
C 3.83930 -1.96862 -0.01346 -0.4 0.3 0.9 -0.188
C 3.40179 -0.51580 -0.04325 -0.3 0.2 -1.4 -0.574
C -0.77672 2.61846 2.90504 -1.3 0.2 0.2 0.218
C 1.71831 -0.28929 -4.75758 -0.5 -1.3 -0.4 0.142
C -0.61985 1.28327 -1.36937 1.4 0.6 0.2 -0.496
C 0.13653 -0.90189 2.35091 0.5 0.0 1.0 0.494
C -1.22487 4.03936 2.58270 0.8 0.2 0.0 -1.252
C 0.29320 -2.13225 3.20096 -0.3 -0.4 0.3 -1.583
H -0.35931 4.69869 2.48505 0.0 0.0 0.2 0.340
H -2.41031 -0.39850 1.35001 0.2 0.1 -0.2 0.287
H 4.09123 0.16372 0.45101 0.0 -0.2 0.3 0.373
H 1.59890 -2.46140 -4.65736 0.1 0.0 0.0 0.249
H 0.38120 0.96261 -4.27595 -0.6 -0.1 -0.2 0.256
H -0.18107 2.21878 2.08398 0.2 -0.1 0.2 0.157
H -5.32335 -1.12933 -0.92978 0.4 -0.1 -0.3 0.352
H 1.10192 -1.80445 -6.21279 -0.1 0.3 0.0 0.333
H 3.65316 -2.34922 1.00058 0.5 -0.1 0.1 0.196
H 1.06806 -0.32901 2.41655 0.0 0.0 -0.3 0.356
H -2.92682 1.07626 0.40127 0.2 -0.4 -0.4 0.189
H -0.62074 2.68432 4.86785 -0.1 0.1 -0.1 0.346
H -1.86675 4.42504 3.37348 -0.1 0.1 -0.1 0.353
H 2.13804 -0.30077 -3.75051 0.4 0.2 -0.2 0.070
H -1.72595 4.09901 1.61376 -0.3 -0.2 0.1 0.311
H 0.24927 1.23554 -0.69843 -0.3 -0.2 0.3 0.194
H 2.37577 -0.36205 0.29606 0.1 -0.2 0.5 -0.027
H 1.11403 -2.72376 2.79695 -0.1 -0.2 0.1 0.293
H 0.11481 -0.58837 0.44688 -0.1 -0.2 -0.2 0.011
H 3.19777 -2.60687 -0.63056 0.1 0.2 -0.4 0.263
H 0.48177 -1.92776 4.25540 0.3 0.4 -0.1 0.404
H 3.37654 -0.18664 -1.09064 0.2 0.0 0.0 0.203
H 2.24537 0.38328 -5.43474 -0.2 0.4 0.3 0.304
H -3.47373 0.87819 1.96902 -0.1 -0.4 0.2 0.373
H -0.63113 -2.71695 3.23203 0.1 -0.1 -0.4 0.323
H 2.79858 -1.80860 -5.80942 0.0 -0.2 0.2 0.341
H -0.13877 1.63838 -2.28507 -0.5 -0.2 -0.3 0.162
H -4.79076 -1.16171 1.39899 0.0 -0.6 -0.6 0.411
H -1.70271 2.02996 2.99820 0.1 -0.3 -0.3 0.084
H -1.27519 2.06244 -0.98101 -0.4 -0.2 -0.1 0.324
H -5.21947 0.38586 0.63279 -0.4 -0.5 -0.3 0.372
H 5.32903 -2.83518 -0.88290 0.3 0.1 0.1 0.315
H -0.62989 -0.23754 2.76697 -0.2 -0.1 -0.4 0.013
```
Positions in Å, forces in eV/Å.

The total charge is +2. The relative energy (zero: lowest compared OMol25 entry of this formula, charge and spin) is 2.4324 eV.

5.
Entry from the OMol25 dataset: a gas-phase ion, C3H3O3S (charge -1) at a distorted geometry (ωB97M-V/def2-TZVPD).

The geometry in XYZ format:
```
10
Properties=species:S:1:pos:R:3:forces:R:3:mulliken_charge:R:1
S 0.36285 2.20422 -0.01294 0.5 0.5 1.7 0.477
O -0.86885 3.02910 0.04555 -0.4 -0.3 -0.6 -0.639
O 0.96069 -0.77714 2.73854 -0.6 -0.3 -1.7 -0.541
O 1.24655 2.48060 -1.17628 -0.3 -0.2 -0.5 -0.624
C 0.20041 -0.44293 1.83502 -0.1 1.0 1.2 0.101
C 0.22329 -0.58489 0.35512 0.0 -0.3 -0.7 -0.218
C -0.07884 0.44430 -0.45899 0.9 0.1 0.1 -0.555
H -0.03074 0.37179 -1.54249 -0.2 -0.4 -0.1 0.373
H -0.71549 0.12115 2.12450 0.2 0.0 0.1 0.323
H 0.43235 -1.55725 -0.09645 0.0 0.0 0.3 0.302
```
Positions in Å, forces in eV/Å.

As for the SMILES: O=S(=O)=C/C=C/[O-]. The total charge is -1. The relative energy (zero: lowest compared OMol25 entry of this formula, charge and spin) is 1.7515 eV.

6.
Entry from the OMol25 dataset: 2 unconnected molecules or ions with the total composition C31H55Br3N5OS3 at a distorted geometry (ωB97M-V/def2-TZVPD).

The geometry in XYZ format:
```
98
Properties=species:S:1:pos:R:3:forces:R:3:mulliken_charge:R:1
Br 2.80893 0.82616 -6.25974 -0.4 0.1 0.8 -0.120
Br 4.00818 -4.80973 -1.50148 -0.2 -0.1 -0.1 -0.113
Br 6.57871 -2.21632 -1.88108 0.0 0.0 0.1 -0.098
S -2.25537 0.18463 3.45391 0.7 1.2 0.1 -0.258
S -1.27118 2.36014 1.66730 0.5 0.4 0.4 -0.146
S -6.20015 3.03724 -0.07317 0.4 1.2 -0.1 -0.194
O -4.72196 5.50829 -0.14798 -0.3 0.7 1.2 -0.266
N 1.03789 -2.53939 -1.77228 1.2 0.8 -1.3 0.491
N -3.75355 5.45296 -2.12441 -0.3 2.1 2.9 -0.397
N -0.25816 0.00651 -2.58357 0.4 -1.3 -0.1 0.018
N -4.45857 4.31897 -1.96620 -1.7 -0.8 2.5 -0.248
N -0.53840 2.11710 4.40545 -0.5 -2.2 -1.8 0.337
C -1.00502 0.99467 0.40981 0.7 -0.5 1.4 -0.258
C -3.90834 6.22634 -0.97965 -0.7 -4.2 -2.9 0.089
C -3.42043 -2.75958 0.05582 -0.7 -0.6 -1.4 -0.552
C -0.65889 -1.24942 -3.27192 0.2 0.4 -1.2 -1.151
C 1.62395 3.35343 4.83808 -0.6 -0.6 -0.5 -1.207
C -5.01637 -0.79440 0.88732 -0.1 -0.5 -0.4 -0.027
C 3.86133 0.21910 1.07711 1.2 -0.1 0.9 -0.384
C 1.83626 1.14380 -4.54053 -0.1 0.1 0.5 -0.301
C 0.75111 -1.01269 0.17744 0.3 0.5 0.5 -0.911
C 6.78061 -4.12805 -1.57668 0.2 0.2 -0.1 -0.604
C -4.82765 0.55791 0.09207 0.2 0.4 0.3 -0.118
C -1.37893 -3.22379 -1.60443 -0.9 -0.3 0.3 -1.505
C 2.13205 -0.08614 -3.57954 -0.2 0.6 0.4 -1.137
C 3.75757 -0.03674 -0.48398 0.8 0.0 0.4 -0.501
C 5.75755 -4.90980 -2.35537 0.1 -0.2 0.0 -0.595
C 2.25791 2.52793 -3.90476 -0.5 0.1 0.1 -0.807
C -2.28037 2.09388 6.23545 0.5 0.2 -0.6 -1.038
C -2.50879 -2.22227 -1.12163 0.1 0.2 -0.7 0.198
C -5.24108 1.84629 0.96316 1.1 -0.8 -0.3 -0.338
C -4.86339 -2.08876 -0.04830 -0.4 0.8 0.6 -0.998
C -0.25322 -2.58867 -2.53730 -2.1 -1.4 -0.2 0.316
C -0.87052 1.53781 5.73099 -0.3 1.1 1.8 -0.602
C 1.44937 -1.18650 -1.24777 1.5 1.5 2.0 -0.253
C 0.92347 2.07144 4.14635 1.7 1.6 -0.1 0.061
C -1.30881 1.56137 3.34110 0.0 -1.3 -0.3 -0.136
C -5.10262 4.30526 -0.73073 3.3 1.5 -3.2 0.492
C 3.86605 -2.03072 2.64656 -0.4 0.0 0.7 0.188
C 1.19236 -0.00548 -2.26619 0.0 0.2 -1.2 -1.421
C 3.02709 -1.35087 -0.93849 -0.9 0.1 -1.6 -1.150
C 0.49499 0.48301 0.64433 -0.7 -0.3 0.7 -0.348
C 4.02213 -1.04888 1.95177 -1.2 0.8 -0.7 -0.784
H 4.80703 0.83355 1.23682 -1.2 -0.7 -0.2 0.487
H 3.51186 -1.68292 -1.91668 -0.5 0.4 1.2 0.486
H -1.88526 -4.05594 -2.19314 0.6 1.0 0.7 0.395
H 3.16997 2.44659 -3.24309 -0.8 0.0 -0.9 0.208
H 2.14839 3.03807 5.78636 -0.5 0.7 -1.0 0.301
H -3.74748 0.73797 -0.20325 -1.1 -0.5 0.2 -0.353
H -2.95815 -2.67646 1.07911 -0.5 0.1 -1.0 0.238
H 6.71779 -4.28760 -0.50169 -0.1 0.0 -0.1 0.382
H -0.21556 -1.57644 0.30819 0.9 0.5 -0.5 0.553
H -0.10421 1.96424 6.45753 -0.8 -0.5 -1.1 0.440
H 4.83016 -0.10162 -0.86462 -1.4 -0.1 0.5 0.323
H 6.00934 -5.97032 -2.36814 0.0 0.1 0.1 0.366
H -4.29724 2.34117 1.32699 -1.1 -0.4 -0.1 0.018
H -4.26900 -0.92791 1.72717 -1.0 0.5 -0.8 -0.341
H -6.06387 -0.81139 1.32368 1.2 0.1 -0.4 0.541
H -5.10961 -1.74622 -1.10427 0.5 -0.7 1.1 0.346
H -2.40758 3.10370 5.73210 0.0 -1.2 0.6 0.275
H 3.03427 0.87234 1.50068 0.8 -1.1 -0.5 -0.033
H -1.77414 -1.16164 -3.47019 1.3 -0.6 0.5 0.550
H 3.10359 -2.23443 -0.24663 0.3 1.1 -0.3 0.574
H -3.13497 1.42475 5.93588 0.9 0.7 0.5 0.257
H 0.77993 4.08225 5.03807 1.2 -0.7 0.0 0.289
H 1.47276 -1.46192 0.93767 -0.9 0.4 -1.0 0.306
H -0.52380 0.77400 -3.20603 0.3 -0.2 0.4 0.527
H 2.40880 3.33808 -4.68314 -0.1 -1.2 0.9 0.418
H 0.61870 0.48177 1.77571 -0.1 -0.2 -1.4 0.112
H -0.09104 -3.35229 -3.36521 0.0 1.0 1.1 0.422
H 1.40385 2.88986 -3.25330 0.9 -0.4 -0.6 0.209
H -5.87736 1.53683 1.84984 0.6 0.6 -1.1 0.421
H 1.42383 1.01698 -1.83018 -0.2 -1.6 0.0 0.611
H 1.98348 -1.06207 -4.13639 0.4 1.1 0.6 0.485
H -0.76991 0.41789 5.79780 -0.2 1.0 -0.4 0.363
H 3.35931 0.92249 -0.94419 0.2 -1.3 0.4 0.070
H -0.19922 -1.31294 -4.31759 -0.4 0.1 1.2 0.450
H 1.79108 -2.83067 -2.42775 -0.3 0.1 0.5 0.663
H 3.61010 -2.80308 3.41471 0.7 1.1 -1.4 0.384
H -0.96555 -3.74168 -0.67632 -0.1 0.6 -1.2 0.253
H -5.41529 0.52742 -0.88128 0.5 0.0 1.3 0.485
H 1.26581 1.22670 0.27534 -1.0 -0.9 0.2 0.341
H -3.19338 -2.05236 -2.01528 0.8 -0.2 1.1 0.594
H 1.10078 -3.20120 -0.98181 -0.5 0.2 -0.4 0.647
H -1.18086 1.40839 -0.61822 0.0 -0.3 1.2 0.526
H -5.69491 -2.80215 0.23743 1.2 0.6 -0.2 0.372
H -2.24631 2.28395 7.34241 -0.2 -0.4 -1.1 0.373
H -1.75982 0.19788 0.70659 1.0 0.8 -0.6 -0.363
H -3.41805 7.21664 -0.79765 -1.0 -1.3 0.3 0.361
H 2.34117 3.83334 4.10452 -0.7 -0.6 1.0 0.393
H 7.78841 -4.36731 -1.91617 -0.1 0.0 0.0 0.366
H 5.63356 -4.55943 -3.37827 0.0 0.0 0.1 0.387
H 1.16210 2.14726 3.04822 -0.7 -0.1 1.1 -0.059
H -3.58724 -3.86843 -0.15448 0.4 1.2 0.4 0.398
H 1.41682 1.12236 4.52021 -0.9 0.8 -0.3 0.282
H 0.74505 1.20177 -4.83162 1.3 -0.2 0.2 0.410
H 3.20405 0.03902 -3.23693 -1.1 -0.4 -0.6 0.520
H -2.01794 -1.22484 -0.92636 -0.7 -0.9 0.1 -0.252
```
Positions in Å, forces in eV/Å.

The total charge is +1. As for the total energy: -285157.5432 eV.